{
  "formula": "C39H36InN6O4S",
  "method": "wB97M-V/def2-TZVPD",
  "species": ["In", "C", "O", "C", "C", "C", "C", "C", "C", "C", "N", "C", "C", "N", "C", "C", "C", "C", "N", "C", "C", "N", "C", "C", "C", "C", "H", "H", "H", "H", "H", "H", "H", "H", "H", "H", "H", "H", "H", "H", "O", "S", "O", "N", "C", "O", "C", "C", "C", "C", "C", "C", "H", "H", "H", "H", "C", "C", "C", "C", "C", "C", "C", "C", "N", "C", "C", "C", "C", "H", "H", "H", "H", "H", "H", "H", "H", "H", "H", "H", "H", "H", "H", "H", "H", "H", "H"],
  "positions_angstrom": [[-1.76953, -1.06284, 0.43017], [8.96899, 7.83652, 0.14580], [7.59870, 8.10322, -0.11545], [6.72795, 7.07884, -0.04363], [5.39154, 7.39369, -0.30789], [4.42672, 6.41671, -0.25824], [4.76420, 5.09569, 0.05598], [6.09432, 4.79228, 0.31489], [7.07871, 5.76798, 0.26893], [3.70713, 4.08899, 0.10077], [2.44002, 4.30719, -0.17857], [1.81946, 3.10498, -0.00334], [2.71551, 2.13425, 0.38836], [3.92458, 2.77968, 0.45011], [2.33837, 0.78390, 0.63981], [3.19461, -0.26442, 1.01696], [2.68662, -1.52351, 1.21245], [1.31584, -1.73856, 1.04845], [0.49938, -0.75856, 0.70463], [0.97622, 0.47945, 0.48421], [0.02380, 1.48360, 0.05289], [-1.26018, 1.09674, -0.11857], [-2.15211, 1.97930, -0.53774], [-1.82047, 3.31108, -0.79803], [-0.52437, 3.72490, -0.62419], [0.43517, 2.79682, -0.19315], [9.48364, 8.78560, 0.03605], [9.37355, 7.11926, -0.57150], [9.10955, 7.46254, 1.16219], [5.14099, 8.41752, -0.54949], [3.39296, 6.65896, -0.46171], [6.40296, 3.78151, 0.55601], [8.10339, 5.49763, 0.47412], [4.81052, 2.38651, 0.71301], [4.25380, -0.08185, 1.14771], [3.32460, -2.34913, 1.49205], [0.85934, -2.70951, 1.18997], [-3.15840, 1.61570, -0.69320], [-2.59005, 3.98739, -1.14038], [-0.21702, 4.74390, -0.81854], [-5.18524, -0.32062, -2.42228], [-5.10312, -1.15768, -1.26677], [-5.05374, -2.57800, -1.41477], [-3.82028, -0.66381, -0.32011], [-4.20685, -0.30583, 0.90846], [-3.32002, -0.11402, 1.78224], [-5.66900, -0.23465, 1.08202], [-6.39134, 0.17993, 2.18799], [-7.77625, 0.14002, 2.10398], [-8.41155, -0.30963, 0.94852], [-7.68462, -0.73387, -0.15873], [-6.31088, -0.68453, -0.06008], [-5.88552, 0.52350, 3.08008], [-8.37360, 0.46063, 2.94644], [-9.49240, -0.33139, 0.91329], [-8.17430, -1.08771, -1.05539], [1.34752, -6.31483, -2.00245], [0.60340, -5.00954, -1.91519], [0.62917, -4.10719, -2.97405], [-0.09116, -2.92364, -2.90408], [-0.12711, -1.95757, -4.05648], [-0.82247, -2.66010, -1.75241], [-0.83689, -3.51602, -0.63879], [-0.11439, -4.71082, -0.76293], [-1.48968, -3.09461, 0.51873], [-2.04772, -4.01478, 1.52804], [-2.80428, -5.17303, 0.86549], [-0.96674, -4.52442, 2.49128], [-3.05558, -3.22457, 2.35685], [1.93007, -6.37790, -2.91983], [0.65360, -7.15678, -1.98519], [2.02822, -6.43589, -1.15846], [1.18726, -4.34520, -3.87145], [0.35684, -2.37832, -4.93587], [0.38667, -1.02696, -3.80568], [-1.15513, -1.70746, -4.32347], [-1.49372, -1.79528, -1.81798], [-0.09762, -5.42700, 0.04396], [-2.14051, -5.90572, 0.41094], [-3.46544, -4.78450, 0.08882], [-3.40880, -5.69317, 1.60986], [-0.14355, -5.02186, 1.98302], [-1.39837, -5.23704, 3.19636], [-0.55516, -3.69411, 3.07185], [-3.91999, -2.94001, 1.75211], [-2.60339, -2.32404, 2.78813], [-3.41727, -3.82396, 3.19210]],
  "lowdin_charge": [1.025, -0.065, -0.064, -0.276, 0.019, -0.011, -0.162, -0.024, -0.006, -0.241, 0.195, -0.167, -0.121, 0.190, -0.054, 0.033, -0.003, -0.068, 0.060, -0.123, -0.120, 0.061, -0.070, -0.001, 0.047, -0.055, 0.096, 0.098, 0.098, 0.127, 0.115, 0.106, 0.106, 0.151, 0.124, 0.122, 0.104, 0.113, 0.122, 0.131, -0.264, 0.663, -0.259, -0.104, -0.529, -0.015, -0.130, 0.019, -0.042, -0.037, -0.011, -0.201, 0.129, 0.115, 0.117, 0.131, -0.041, -0.254, -0.013, -0.262, -0.036, -0.041, -0.311, -0.002, -0.067, -0.615, -0.019, -0.035, -0.055, 0.076, 0.088, 0.082, 0.116, 0.079, 0.082, 0.087, 0.090, 0.097, 0.075, 0.093, 0.092, 0.067, 0.092, 0.083, 0.086, 0.072, 0.101],
  "max_force_ha_per_bohr": 0.0062,
  "orbital_gap_ev": 6.41,
  "homo_ev": -9.87,
  "e_tot_ha": -2725.49662,
  "charge": 1
}